A structure of composition C13H37BrCuN5O4 at a distorted geometry, computed with ωB97M-V with the def2-TZVPD basis set.

The spin multiplicity is 2. Its expectation value of S² is 0.757. As for the energy above the lowest of the compared OMol25 structures with the same formula, charge and spin: 349.0 kJ/mol. As for the charge: +1. The calculation puts the LUMO energy (alpha / beta) at -4.66 / -7.43 eV. The HOMO energy (alpha / beta) is -11.53 / -11.53 eV. As for the gap between HOMO and LUMO (alpha / beta): 6.87 / 4.10 eV.

XYZ file:
```
61
Properties=species:S:1:pos:R:3:forces:R:3
Cu -2.0561 3.3875 1.1202 0.54 -1.33 -0.87
Br -1.1190 1.4124 -0.3887 -0.29 1.28 1.06
C -3.4401 -1.4884 1.4143 0.42 0.70 0.47
O -3.2701 -0.5530 2.1984 0.24 -0.39 -0.47
N -3.0522 -1.4451 0.1068 0.17 0.25 -0.21
N -3.9900 -2.6610 1.8155 -0.17 -0.89 -0.11
H -3.0123 -2.2433 -0.4976 -0.27 -0.16 0.06
H -2.7353 -0.5704 -0.2830 -0.12 0.05 0.15
H -3.9388 -2.9415 2.7762 -0.25 0.34 0.14
H -4.3074 -3.3523 1.1603 0.09 0.00 -0.06
C 1.2213 -3.3888 1.2234 0.37 -1.36 -0.25
C 0.4415 -2.2675 1.8293 0.43 0.80 -0.36
C 0.6966 -2.1070 3.3440 0.16 0.30 -0.27
O 0.4081 -3.2723 4.0383 -0.28 0.16 -0.21
C -0.9715 -3.6308 4.0608 -0.28 0.55 0.34
N 0.6661 -1.0233 1.1044 -1.38 -0.28 -0.52
H 2.2992 -3.2573 1.3398 -0.05 0.25 0.04
H 1.0301 -3.6293 0.1750 -0.17 0.57 -0.08
H 1.0013 -4.3366 1.7191 -0.10 0.21 0.31
H -0.6516 -2.3592 1.6807 -0.16 -0.31 0.11
H 0.1367 -1.2232 3.6794 -0.18 -0.15 0.25
H 1.7586 -1.9084 3.5042 0.05 -0.01 -0.09
H -1.6411 -2.8166 3.7579 0.29 0.22 -0.09
H -1.2170 -3.8128 5.1049 -0.09 -0.52 -0.10
H -1.1831 -4.4708 3.4003 0.15 -0.25 0.19
H 0.0587 -0.2259 1.2916 -0.13 0.22 0.63
H 0.5509 -1.1146 0.0893 0.96 -0.14 -0.03
C -3.6642 1.4170 -5.6292 1.21 0.45 -0.82
C -2.3479 1.2875 -4.8713 -0.62 -0.98 0.69
C -1.5788 2.6123 -4.7590 -0.24 -0.59 -0.11
O -1.5837 3.2479 -6.0028 0.21 0.44 -0.38
C -1.0313 4.5671 -5.9654 -0.33 -0.97 0.26
N -2.6063 0.7126 -3.5104 0.56 1.71 0.46
H -3.3728 1.8356 -6.5965 -0.37 0.10 -0.02
H -4.3277 2.1359 -5.1490 -0.23 -0.22 0.08
H -4.1088 0.4517 -5.8543 -0.24 -0.02 0.47
H -1.7465 0.5037 -5.3373 0.18 0.37 -0.38
H -0.5522 2.4266 -4.4130 0.08 -0.07 -0.01
H -2.0605 3.2021 -3.9616 -0.14 0.30 -0.21
H 0.0508 4.5127 -5.8140 -0.02 0.17 0.30
H -1.5638 5.0626 -5.1488 0.41 0.59 -0.11
H -1.2041 5.0476 -6.9241 -0.23 -0.03 0.03
H -1.8243 1.1012 -2.9678 0.23 -0.89 0.07
H -3.3079 1.3244 -3.0753 -0.47 -0.42 -0.35
C 3.3059 1.6785 3.8037 -0.71 1.01 0.13
C 3.0159 1.6303 2.2875 1.16 -0.15 1.94
C 3.7018 0.4075 1.7039 0.40 -0.31 -2.21
O 5.0935 0.5918 1.6892 -0.22 0.13 0.47
C 5.7526 -0.3162 0.8217 0.11 0.38 0.35
N 1.5606 1.6188 2.1632 0.64 -0.56 -1.34
H 2.7430 2.5277 4.2066 -0.38 -0.33 0.06
H 4.3026 1.9485 4.1470 0.38 -0.69 -0.60
H 2.9443 0.7505 4.2489 0.18 0.05 0.30
H 3.5452 2.4758 1.8489 -0.68 0.23 -0.41
H 3.3885 0.3338 0.6446 -0.22 0.05 0.00
H 3.4481 -0.5852 2.1090 -0.26 0.24 0.70
H 6.8166 -0.1598 0.9831 0.00 -0.15 -0.02
H 5.5256 -0.0835 -0.2229 -0.14 -0.19 -0.02
H 5.4792 -1.3418 1.0863 0.08 -0.08 -0.22
H 1.2839 0.7073 2.5105 -0.42 0.10 0.48
H 1.2394 1.6668 1.1838 0.13 0.24 0.41
```
Positions in Å, forces in eV/Å.

---

A structure of composition C13H37K2O9 at a distorted geometry, computed with ωB97M-V with the def2-TZVPD basis set.

The spin multiplicity is 1. As for the energy above the lowest of the compared OMol25 structures with the same formula, charge and spin: 119.2 kJ/mol. As for the charge: +1. The calculation puts the LUMO energy at -4.27 eV. The HOMO energy is -11.32 eV. As for the gap between HOMO and LUMO: 7.05 eV.

XYZ file:
```
61
Properties=species:S:1:pos:R:3:forces:R:3
K -1.2035 1.4814 -32.7330 0.14 -0.08 -0.91
K 1.1425 0.2818 -29.9546 0.94 -0.11 -0.36
O 1.4974 -0.2134 -34.8395 -0.01 -0.39 0.08
C 2.0988 -0.2077 -33.6357 -2.81 3.31 1.14
O 1.6220 0.5670 -32.7653 -1.58 0.62 1.14
O 3.0641 -0.8859 -33.4877 3.63 -2.62 0.59
H 2.1017 -0.8953 -35.1417 -0.30 -0.51 -2.00
C 3.4362 0.6675 -37.6669 1.27 -1.60 -0.68
C 4.9500 0.5661 -38.1553 -1.98 1.11 0.87
O 5.1991 1.8986 -38.4965 0.97 1.51 -1.22
H 3.3195 1.4650 -36.9332 0.16 -0.39 0.32
H 3.0818 -0.3065 -37.3293 -0.13 0.16 0.43
H 2.8173 0.9380 -38.5224 0.17 0.08 -0.18
H 5.0495 -0.0367 -39.0580 -0.02 -0.08 0.16
H 5.7138 0.3287 -37.4148 -0.56 -0.84 0.21
H 4.7879 2.4587 -37.8341 0.17 0.03 -0.05
C 1.1146 3.0019 -35.8628 1.42 0.36 -1.43
C -0.1301 2.4407 -36.5252 1.43 1.56 -0.13
O -1.0656 2.6706 -35.5151 -2.53 -0.99 1.58
H 1.9753 2.9918 -36.5315 0.18 -0.50 -0.01
H 1.3861 2.5123 -34.9276 -0.18 -0.06 -0.09
H 1.0168 4.0801 -35.7362 -0.48 0.00 0.47
H -0.0394 1.4155 -36.8843 -0.27 -0.15 0.55
H -0.4153 3.0638 -37.3729 0.24 -0.15 -0.30
H -1.6148 3.4331 -35.7113 0.05 -0.09 -0.22
C 6.8681 -2.2096 -34.3507 -0.49 -0.39 -0.09
C 6.2105 -1.0454 -35.0938 0.75 -1.18 0.71
O 4.8939 -1.3584 -35.5192 0.46 0.24 -0.52
H 7.9441 -2.0682 -34.2485 0.01 0.08 -0.02
H 6.6784 -3.1169 -34.9243 0.15 -0.13 0.06
H 6.4371 -2.3508 -33.3596 -0.04 -0.03 0.07
H 6.8546 -0.9124 -35.9630 -0.41 0.59 -0.20
H 6.2902 -0.2203 -34.3860 -0.38 0.66 -0.48
H 4.2487 -1.1600 -34.8366 0.15 0.07 0.52
C 3.4162 -4.5460 -35.0720 -0.48 -0.66 0.04
C 2.6669 -4.4029 -33.7849 0.09 0.51 0.32
O 3.4129 -3.6227 -32.8428 -0.22 -1.19 0.69
H 4.3777 -5.0211 -34.8771 0.36 0.75 0.00
H 3.4172 -3.5660 -35.5492 0.63 -0.39 -0.48
H 2.9186 -5.3325 -35.6393 -0.35 0.38 -0.59
H 2.4339 -5.4039 -33.4220 0.43 0.11 0.79
H 1.6821 -3.9611 -33.9368 -0.20 0.30 -0.21
H 3.4526 -2.6901 -33.0667 -0.29 0.05 -0.48
C -2.0154 -0.8869 -35.4635 -1.46 -0.12 0.77
C -3.4147 -0.4688 -34.9972 -0.77 -0.06 -0.36
O -3.6847 -0.4055 -33.5691 0.98 0.20 -0.43
H -1.9943 -1.9757 -35.4162 0.68 0.07 0.13
H -1.2727 -0.3995 -34.8319 0.39 -0.23 -0.42
H -1.9709 -0.5839 -36.5096 0.46 0.05 0.10
H -4.1427 -1.1670 -35.4102 0.00 0.04 -0.21
H -3.6540 0.4999 -35.4359 -0.04 0.21 0.32
H -4.2408 -1.1563 -33.3486 0.05 0.02 0.11
C 5.8958 1.8991 -30.4627 1.23 0.96 -0.17
C 5.4206 0.6572 -31.1676 2.00 0.93 0.45
O 4.0942 0.6423 -30.7761 -2.20 -1.37 -0.19
H 5.8980 1.7711 -29.3802 -0.40 -0.14 0.02
H 5.2387 2.7224 -30.7428 -0.06 0.02 0.18
H 6.9077 2.2472 -30.6700 0.15 -0.30 -0.36
H 6.0182 -0.1994 -30.8560 -0.29 -0.37 0.28
H 5.5050 0.6724 -32.2542 0.00 0.40 -0.11
H 3.6752 0.2413 -31.5411 -0.85 -0.25 -0.20
```
Positions in Å, forces in eV/Å.

---

A structure of composition C13H37N2O4SiSn at a distorted geometry, computed with ωB97M-V with the def2-TZVPD basis set.

The spin multiplicity is 1. As for the energy above the lowest of the compared OMol25 structures with the same formula, charge and spin: 0.0 kJ/mol. As for the charge: +1. The calculation puts the LUMO energy at -3.16 eV. The HOMO energy is -12.49 eV. As for the gap between HOMO and LUMO: 9.33 eV.

XYZ file:
```
58
Properties=species:S:1:pos:R:3:forces:R:3
C -1.8291 1.3052 -4.7861 -0.03 0.39 -0.25
Sn 0.5754 1.0591 -2.7609 0.78 -1.23 1.15
N 2.8423 0.4196 -2.1107 0.29 0.33 -0.13
N 1.5825 -0.3521 -4.4818 0.06 -0.08 0.11
H 2.7730 -0.5013 -1.6698 -0.19 0.32 0.02
H -1.1274 2.0871 -4.4488 -0.52 -0.28 -0.27
H -2.8498 1.5971 -4.5208 0.24 -0.08 0.02
H -1.6048 0.3389 -4.3206 -0.08 0.03 -0.07
H -1.7585 1.2222 -5.8762 0.00 -0.08 0.24
H 1.8146 -1.2487 -4.0312 -0.18 0.43 -0.34
H 2.4516 0.0850 -4.8166 -0.53 -0.33 0.07
H 0.9958 -0.5368 -5.2936 0.12 -0.08 0.07
H 3.5290 0.3662 -2.8631 0.03 0.08 0.31
H 3.2056 1.0651 -1.4103 0.01 -0.21 0.05
C -1.5388 -3.6334 1.3929 -0.02 -0.17 -0.08
C -1.8173 -2.2195 0.8924 0.45 0.27 -0.02
C -2.3736 -2.2150 -0.5302 -0.33 -0.23 0.05
C -2.7469 -1.5027 1.8656 -0.17 0.10 -0.01
O -0.5240 -1.5250 0.8998 -0.42 -0.08 -0.43
Si 0.0480 -0.2884 0.0019 -0.53 -0.43 0.91
O 0.3268 -0.6218 -1.5765 -0.20 0.88 -0.74
O -1.0554 0.9332 0.0332 0.33 0.73 -0.12
C -1.1020 2.1945 0.7872 -0.09 -0.36 -0.40
C -2.2093 3.0242 0.1384 -0.07 0.09 0.07
C -1.4324 1.9137 2.2491 0.01 0.08 0.20
C 0.2453 2.8957 0.6494 0.15 0.31 0.40
O 1.4849 0.1743 0.6554 0.25 -0.47 0.11
C 2.2617 -0.4141 1.7584 -0.33 0.08 -0.33
C 3.7080 0.0087 1.5380 0.15 0.06 0.10
C 1.7367 0.1598 3.0684 0.15 -0.09 0.24
C 2.1445 -1.9329 1.7298 0.18 -0.43 0.52
H -2.4784 -4.1954 1.4562 0.15 0.10 -0.03
H -1.0946 -3.6164 2.3977 -0.07 0.07 -0.28
H -0.8673 -4.1742 0.7132 -0.10 0.18 0.15
H -3.3157 -2.7848 -0.5624 0.27 0.19 0.01
H -2.5895 -1.1897 -0.8649 0.10 -0.24 0.08
H -1.6691 -2.6904 -1.2228 -0.09 0.14 0.13
H -2.2955 -1.4625 2.8668 -0.08 0.04 -0.27
H -2.9621 -0.4829 1.5182 0.08 -0.30 0.10
H -3.6988 -2.0468 1.9466 0.23 0.13 -0.04
H -3.1865 2.5324 0.2408 0.30 0.05 -0.06
H -2.2717 4.0035 0.6319 0.00 -0.22 -0.12
H -2.0057 3.1955 -0.9280 -0.02 -0.09 0.23
H -0.6644 1.2835 2.7186 -0.30 0.18 -0.20
H -2.4110 1.4256 2.3484 0.31 0.13 -0.06
H -1.4727 2.8641 2.8039 0.02 -0.27 -0.16
H 1.0409 2.3084 1.1260 -0.28 0.26 -0.25
H 0.4924 3.0519 -0.4116 -0.04 0.01 0.19
H 0.2103 3.8819 1.1397 -0.03 -0.27 -0.23
H 3.7938 1.0991 1.4445 -0.06 -0.20 0.01
H 4.3103 -0.3056 2.4022 -0.11 0.09 -0.27
H 4.1340 -0.4669 0.6448 -0.10 0.08 0.13
H 0.7052 -0.1644 3.2586 0.26 0.09 -0.11
H 2.3575 -0.2020 3.9000 -0.16 0.08 -0.17
H 1.7958 1.2568 3.0621 -0.09 -0.27 0.01
H 1.1451 -2.2700 2.0295 0.43 0.15 -0.19
H 2.3782 -2.3394 0.7373 -0.08 0.13 0.13
H 2.8629 -2.3696 2.4399 -0.08 0.17 -0.19
```
Positions in Å, forces in eV/Å.